Density functional theory data (ωB97M-V/def2-TZVPD) for a cluster of 6 separate species, C36H52ClO22P in total at a distorted geometry.

```
112
Properties=species:S:1:pos:R:3:forces:R:3:mulliken_charge:R:1
O -6.027 -2.278 3.392 0.095 -0.112 0.015 -0.376
C 2.203 -2.193 -7.430 -0.175 -0.066 0.012 0.614
O -5.655 -2.365 1.172 -0.185 0.141 0.100 -0.515
C 10.342 0.353 2.759 -0.202 0.151 -0.254 -1.422
H 10.154 1.403 2.536 0.029 0.013 0.055 0.349
O -5.487 -0.218 9.275 -0.024 0.084 -0.071 -0.355
C 4.437 7.704 -4.664 -0.135 -0.057 0.035 0.618
C -1.768 -0.958 -1.770 -0.348 -0.138 -0.147 0.097
H 1.883 -0.980 -3.505 -0.057 -0.324 -0.144 0.340
H -5.050 -3.461 4.778 0.083 0.011 -0.037 0.297
C -2.275 0.190 -1.292 0.086 -0.668 -0.206 0.831
C -3.868 -1.801 4.002 0.291 -0.141 0.464 0.649
C 0.056 -2.782 -7.040 -0.285 -0.223 0.302 0.508
H 2.062 6.301 -2.254 0.046 -0.106 -0.068 0.344
C -5.148 -2.402 4.531 -0.173 0.138 0.091 0.025
C 1.716 0.050 -3.233 0.042 0.260 0.536 -1.514
O 6.170 -1.579 3.136 -0.215 -0.063 0.014 -0.479
H -2.502 -3.409 4.418 -0.109 -0.019 0.074 0.381
O 4.251 6.577 -5.397 -0.073 -0.052 0.102 -0.342
C 5.716 -1.129 -0.228 -0.558 0.301 0.653 -1.048
Cl 0.600 2.819 -2.329 0.120 0.087 -0.005 -0.036
C -5.253 -2.275 2.296 -0.098 0.076 -0.167 0.615
H -5.687 -4.189 -1.581 -0.298 -0.265 -0.122 0.389
H -4.008 3.649 0.046 0.209 0.330 0.038 0.358
C -7.960 1.802 7.540 0.029 -0.132 -0.347 -1.431
H -4.074 -0.640 -0.484 -0.027 -0.559 0.287 -0.047
C -0.097 1.278 -2.016 -0.195 0.312 -0.138 1.239
H -6.677 1.175 10.265 0.088 -0.158 0.061 0.309
O -3.327 1.585 1.456 -0.062 -0.081 0.607 -0.648
C -6.290 0.972 9.270 0.004 -0.034 0.175 -0.503
H 5.913 -0.239 -0.816 0.246 0.103 -0.234 0.266
C 2.970 0.506 -1.005 0.714 -0.579 -0.148 -0.592
C -2.612 -2.344 4.630 0.242 -0.082 -0.309 -1.576
O 1.978 -3.311 -8.166 -0.062 -0.013 0.114 -0.348
H -7.202 2.296 6.930 0.067 0.036 0.101 0.355
C -1.339 1.345 -1.186 0.370 0.558 0.368 0.462
H -8.160 0.032 8.740 0.061 -0.056 0.041 0.252
H -5.668 1.809 8.945 -0.056 0.014 -0.078 0.307
C 0.439 0.147 -2.455 -0.017 -0.022 -0.013 -0.160
O -6.647 -0.242 7.374 0.026 -0.095 0.128 -0.271
H -6.228 -2.529 -1.443 -0.168 0.289 -0.165 0.185
H -0.526 -2.264 -7.809 0.083 0.013 -0.038 0.255
H 0.750 5.858 -3.365 0.002 0.003 -0.060 0.328
C -2.517 -2.243 -2.016 0.105 0.127 0.148 -0.920
H -1.735 -1.840 4.224 -0.011 0.047 0.048 0.385
O 5.399 8.391 -4.717 0.188 0.141 -0.020 -0.518
C 7.302 -1.346 3.391 0.140 0.075 0.004 0.606
H 4.259 -1.712 1.263 0.052 -0.255 0.144 0.407
H -2.632 -2.196 5.710 -0.069 0.032 0.004 0.357
H 0.257 -4.462 -8.416 0.138 0.063 -0.132 0.323
C -5.363 -3.160 -1.580 0.677 -0.379 0.071 -0.480
H 2.073 0.895 -0.541 -0.283 0.209 -0.058 0.213
C -4.665 -2.916 -2.880 -0.438 -0.420 -1.282 0.536
H -3.883 -0.711 4.067 -0.097 0.033 -0.072 0.271
H -4.736 -3.049 -0.720 0.197 0.278 0.348 0.053
H 3.815 0.057 -2.893 0.361 0.065 -0.210 0.524
O 1.134 -1.924 -6.636 0.151 0.042 -0.258 -0.265
C -0.808 -3.116 -5.856 -0.032 0.209 0.357 -1.431
H 2.576 5.366 -5.645 0.123 0.056 -0.116 0.318
H 9.992 -1.763 4.964 -0.149 -0.068 0.077 0.316
H 0.879 7.504 -2.732 -0.046 -0.016 -0.048 0.365
H 3.077 1.657 -2.792 0.191 0.353 -0.194 0.271
H 3.452 5.179 -4.109 -0.061 0.041 0.074 0.265
H -1.826 -2.938 -2.470 0.182 -0.215 -0.025 0.470
H -8.752 1.478 6.867 -0.040 0.003 0.052 0.356
C -0.330 -1.085 -2.116 0.730 0.523 -0.207 -0.133
O 3.365 7.931 -3.862 0.003 -0.043 -0.166 -0.371
O -3.587 -2.058 -2.946 -0.442 -0.053 0.438 -0.327
H 3.422 -1.626 -1.282 -0.008 -0.204 -0.210 0.388
H 10.389 -0.175 1.807 0.030 -0.110 0.054 0.352
O -5.064 -3.409 -3.908 0.408 0.615 0.606 -0.598
C 0.809 -3.949 -7.632 0.052 -0.054 -0.155 -0.508
H 9.086 0.427 4.501 -0.047 -0.059 0.041 0.257
C 4.398 -0.932 0.528 0.256 -0.459 -0.945 -0.656
C 9.436 -1.652 4.036 -0.017 -0.080 0.173 -0.518
H -1.543 -3.884 -6.100 -0.009 0.021 -0.066 0.442
C 2.314 7.032 -4.260 -0.216 -0.199 0.274 0.531
H 2.359 -1.236 0.073 -0.311 -0.336 -0.205 0.162
C -7.369 0.624 8.271 -0.160 0.406 -0.097 0.452
O -4.133 2.919 -0.565 -0.673 -0.024 -0.463 -0.482
O 8.000 -0.287 2.908 -0.018 -0.057 0.157 -0.307
H -8.376 2.522 8.244 0.000 -0.028 0.049 0.382
C 3.110 5.896 -4.860 0.024 -0.045 -0.186 -0.396
H -0.192 -3.463 -5.025 0.039 -0.103 -0.055 0.309
O -4.961 -1.703 7.667 0.183 -0.194 -0.078 -0.507
H 1.562 0.639 -4.129 0.004 -0.049 -0.447 0.446
C -5.632 -0.810 8.069 -0.127 0.169 0.081 0.647
O 3.192 -1.544 -7.472 0.217 0.146 -0.011 -0.524
H 5.620 -1.978 -0.892 0.211 -0.267 -0.149 0.322
H 1.716 7.536 -5.024 0.060 -0.011 -0.060 0.237
H -2.809 -2.681 -1.064 -0.414 0.002 0.124 0.353
C 9.244 -0.210 3.626 0.349 0.082 -0.198 0.499
H -6.190 0.770 0.153 -0.305 -0.043 -0.004 0.339
H -1.341 -2.229 -5.512 -0.083 -0.037 -0.042 0.309
H 1.125 -4.674 -6.879 -0.074 0.045 0.079 0.325
H 4.442 0.005 1.068 -0.135 0.246 0.250 0.304
C -3.727 0.281 -0.923 -0.523 0.884 0.046 -0.367
C 1.449 6.646 -3.087 0.073 0.252 0.251 -1.379
H 9.911 -2.252 3.256 0.022 0.084 -0.057 0.306
P -4.181 1.573 0.271 1.206 -0.163 0.833 0.933
C 3.240 -0.922 -0.480 -0.461 0.884 1.094 -0.436
O 8.086 -2.102 4.200 0.105 0.034 -0.072 -0.330
O 0.211 -2.164 -2.164 -0.002 -0.363 -0.050 -0.648
H 11.307 0.273 3.260 -0.012 -0.012 0.051 0.377
H -4.320 0.413 -1.824 -0.077 0.069 -0.304 0.512
H 3.780 1.133 -0.648 0.188 0.259 0.085 0.729
O -5.700 1.377 0.715 -0.177 -0.391 -0.575 -0.614
H 6.511 -1.280 0.489 0.407 -0.052 -0.058 0.205
C 2.970 0.620 -2.520 -0.771 -0.300 0.224 -0.987
O -1.503 2.301 -0.465 -0.182 -0.402 -0.473 -0.607
O -3.957 -2.155 2.607 0.164 0.081 -0.032 -0.356
H -5.546 -1.871 5.386 -0.173 0.034 -0.077 -0.194
```
Forces are in eV/Å.

Properties
Strongest force on any atom in eV Å⁻¹: 1.48
HOMO energy in eV: -9.8
Charge: 0
Structure (SMILES): CCCCCCC1=C(Cl)C(=O)C(CP(=O)(O)O)=C(COC(C)=O)C1=O.C[C@@H]1COC(=O)O1.C[C@@H]1COC(=O)O1.C[C@@H]1COC(=O)O1.C[C@@H]1COC(=O)O1.C[C@@H]1COC(=O)O1

Density functional theory data (ωB97M-V/def2-TZVPD) for a structure of composition C39H32ClMnN2O8P2 at a distorted geometry.

```
85
Properties=species:S:1:pos:R:3:forces:R:3:mulliken_charge:R:1
H -1.346 -3.961 0.654 -0.018 0.002 -0.001 0.453
O -0.988 2.833 0.296 -0.032 0.151 0.044 -0.558
H 1.440 -3.970 -0.389 0.001 -0.003 0.002 0.337
C 0.582 -1.663 -1.302 0.082 0.067 -0.157 -1.728
O 0.196 3.631 2.038 -0.180 0.273 0.200 -0.778
O -1.874 2.476 -3.821 -0.021 0.273 0.041 -0.662
C 3.283 2.965 2.095 -0.413 0.675 0.175 -0.694
H 2.237 -5.463 1.344 -0.004 0.000 0.001 0.407
C -2.854 -3.839 -3.434 0.005 -0.006 -0.007 -0.752
H 2.741 -0.599 1.927 0.008 0.003 -0.005 0.333
H -0.863 -3.149 -3.083 0.001 0.000 -0.001 0.323
O -5.644 -0.152 2.058 -0.006 -0.012 -0.043 -0.776
H -4.931 -4.349 -3.570 0.001 -0.001 -0.002 0.374
O -4.147 1.789 -3.735 -0.123 0.255 0.018 -0.712
C -1.924 2.636 2.445 0.118 0.174 -0.058 0.854
H 4.385 1.372 -2.416 0.005 -0.006 -0.005 0.369
N 1.594 -1.240 -0.358 -0.206 0.020 0.192 0.866
C -1.180 -2.519 3.713 0.006 -0.005 -0.012 -0.801
H 5.199 1.854 -4.690 -0.001 0.001 0.001 0.386
C -1.274 -3.517 2.750 0.006 -0.004 0.012 -0.758
C -3.067 2.249 4.493 0.045 0.029 0.014 -0.283
C -1.992 2.816 3.816 -0.044 -0.032 0.037 -0.579
C -4.539 -3.062 -1.900 0.000 -0.014 -0.012 -0.737
C 3.681 1.658 -3.190 -0.011 -0.018 0.001 0.077
C -3.871 1.364 2.437 0.086 0.004 0.068 0.639
H 3.610 2.557 -6.452 0.000 -0.003 0.001 0.365
H 3.219 0.018 -0.023 0.014 -0.022 -0.013 0.755
C -1.888 -3.133 -2.733 0.023 -0.050 0.033 -0.369
C 3.108 -2.528 2.759 -0.015 0.009 0.004 -0.889
H -1.006 -0.408 4.084 -0.003 0.004 -0.001 0.518
C 2.509 -0.192 -0.817 0.022 0.004 -0.020 -1.818
C 2.652 -1.667 1.779 0.009 -0.006 -0.003 -0.003
C 1.908 -3.536 0.484 -0.022 0.016 0.003 -0.515
P -1.113 -1.337 -0.693 -0.232 -0.254 -0.120 1.787
C 2.361 -4.395 1.476 0.006 -0.003 0.008 -0.722
H -1.362 -4.553 3.050 0.006 -0.001 0.001 0.440
H -3.873 -1.741 -0.351 -0.014 0.010 -0.018 0.216
H -2.576 -4.403 -4.315 0.001 -0.001 -0.001 0.404
C 2.393 2.342 1.235 1.760 -1.501 -0.445 -0.328
H 3.277 3.873 -1.647 -0.005 0.010 0.000 0.458
C -1.155 -1.851 1.026 -0.043 0.066 0.037 0.259
H 3.560 -2.116 3.652 0.006 0.001 -0.001 0.407
H 1.198 2.762 -5.927 -0.005 -0.002 0.002 0.487
C -4.746 0.492 1.529 -0.031 0.016 0.072 0.164
C 2.044 -2.152 0.613 0.103 -0.022 -0.033 0.759
C -4.017 1.501 3.808 -0.023 -0.048 -0.019 -0.572
O -3.331 3.404 -2.126 0.040 -0.281 0.293 -0.699
H -1.195 -2.783 4.763 -0.002 -0.001 0.002 0.405
H 1.946 1.410 1.568 -0.653 0.368 0.165 0.216
C 2.515 2.540 -0.143 -0.435 0.437 -0.075 0.320
H -0.972 0.178 1.679 0.019 0.009 0.005 0.014
H 0.663 -1.083 -2.226 0.052 0.014 0.021 0.484
H 3.315 -4.576 3.393 0.000 -0.001 0.000 0.383
C 2.967 -3.904 2.619 0.001 -0.006 0.000 -0.639
Cl -2.997 2.182 -2.927 0.138 -0.694 -0.293 1.252
C 3.247 3.635 -0.592 0.010 -0.090 0.004 -0.769
Mn -2.724 1.711 -0.344 0.178 0.359 -0.015 0.413
C 4.143 1.938 -4.466 0.010 -0.001 0.008 -0.763
P 1.594 1.398 -1.245 -0.067 0.031 0.040 1.449
C -1.074 -1.189 3.336 0.003 -0.003 0.004 -0.729
C 1.899 2.449 -5.164 0.005 0.001 -0.015 -0.538
H -1.218 3.381 4.315 0.011 -0.007 -0.005 0.557
C 1.433 2.162 -3.884 0.030 -0.010 0.023 -0.810
H -4.846 1.015 4.302 -0.002 -0.002 -0.005 0.536
H 4.552 5.247 -0.055 0.021 -0.022 -0.004 0.400
C -1.059 -0.855 1.991 0.079 0.016 -0.018 0.056
C 2.321 1.762 -2.887 0.008 0.048 0.007 -0.081
C -2.244 -2.400 -1.604 0.010 -0.023 0.061 0.109
C 4.052 4.031 1.640 -0.042 -0.114 0.088 -0.640
N -2.861 1.949 1.811 -0.202 -0.075 -0.081 -0.024
C -4.176 -3.806 -3.015 0.000 0.011 0.003 -0.435
C -0.787 3.114 1.520 -0.218 -0.300 -0.056 -0.013
C -3.578 -2.358 -1.194 0.004 0.017 -0.003 -0.551
H 0.681 -2.713 -1.586 -0.032 0.007 -0.053 0.342
H 3.086 -0.547 -1.682 -0.049 0.020 -0.035 0.333
H 3.304 2.691 3.142 0.006 -0.026 -0.007 0.398
O -4.399 0.506 0.299 0.050 0.110 -0.035 -0.659
H 4.702 4.564 2.321 -0.026 0.025 0.007 0.373
C 3.249 2.334 -5.455 -0.008 0.005 -0.002 -0.381
H 0.375 2.254 -3.662 -0.008 0.001 -0.010 0.472
C 3.989 4.394 0.304 0.043 0.052 -0.066 -0.580
H -3.156 2.378 5.565 -0.003 -0.002 0.001 0.413
O -1.527 0.087 -0.848 0.193 0.078 0.048 0.966
H -5.573 -3.011 -1.587 0.001 0.001 0.007 0.458
C -1.263 -3.185 1.406 -0.027 0.003 0.001 -0.439
```
Forces are in eV/Å.

Properties
Multiplicity: 6
<S²>: 8.7530
Strongest force on any atom in eV Å⁻¹: 2.36
HOMO energy (alpha / beta) in eV: -5.8 / -5.8
Charge: -1

Density functional theory data (ωB97M-V/def2-TZVPD) for a cluster of 3 separate species, C4H12NO2 in total at a distorted geometry.

```
19
Properties=species:S:1:pos:R:3:forces:R:3:mulliken_charge:R:1
C -1.676 0.851 -0.251 -1.364 1.488 1.605 -0.540
C 0.987 -0.007 1.160 0.813 0.074 2.704 -0.378
H 2.669 0.309 -0.357 0.876 -0.450 -1.318 0.441
H -0.746 -0.052 -1.863 0.283 -0.431 -0.717 0.381
O 3.130 -0.028 -1.249 -0.893 -0.573 0.153 -0.721
H -0.908 -0.983 0.647 -1.146 -1.229 2.134 -1.071
H 0.240 1.219 -1.099 0.123 -0.560 0.302 0.329
H -2.647 -0.757 0.419 -0.449 -0.528 0.323 0.233
C -0.420 0.356 -0.929 -0.628 -0.436 0.351 -0.224
H 0.577 -1.533 -0.455 -0.297 -0.485 0.328 0.451
C 0.161 -0.653 0.027 3.381 2.320 -1.896 0.050
N -2.805 -0.080 -0.308 0.487 1.113 -0.561 -0.508
H 1.361 -0.870 1.812 -0.308 0.644 -0.661 0.250
H -1.404 1.125 0.826 -0.476 -0.359 -1.137 0.344
H 0.254 0.538 1.812 0.270 -0.261 -0.293 0.294
H 2.560 -0.751 -1.589 0.657 0.681 0.255 0.241
O 1.991 0.829 0.749 -2.364 -1.340 -0.017 -0.630
H -1.984 1.787 -0.707 -0.131 -0.008 -0.242 0.410
H -1.341 -1.302 1.357 1.166 0.340 -1.313 0.650
```
Forces are in eV/Å.

Properties
Multiplicity: 2
<S²>: 0.7556
Strongest force on any atom in eV Å⁻¹: 4.52
HOMO energy (alpha / beta) in eV: -9.0 / -9.0
Charge: 0

Density functional theory data (ωB97M-V/def2-TZVPD) for the ion C3H2IO3 with charge +1 at a distorted geometry.

```
9
Properties=species:S:1:pos:R:3:forces:R:3:mulliken_charge:R:1
I -2.661 0.217 -0.089 1.307 0.477 0.219 0.341
H 0.142 -0.759 -1.230 0.635 2.639 0.256 0.337
C 0.259 0.368 -0.834 -0.680 -2.318 0.920 0.417
C 0.307 2.713 0.181 1.624 3.504 -2.041 0.742
O 0.633 3.785 -0.077 -0.281 -1.735 0.182 -0.150
O 0.847 1.327 -1.278 -0.474 -0.100 0.283 -0.385
C -0.482 0.572 0.487 -1.919 -1.907 -1.314 -0.671
O -0.255 1.911 0.894 -0.933 -1.804 1.852 -0.127
H -0.441 -0.218 1.274 0.720 1.244 -0.357 0.496
```
Forces are in eV/Å.

Properties
Strongest force on any atom in eV Å⁻¹: 4.37
HOMO energy in eV: -14.9
Charge: +1

- Look up the strongest force on any atom of the second one.
  2.36 eV Å⁻¹

- Which value of strongest force on any atom does entry 1 give?
  1.48 eV Å⁻¹